## 1
Here is a gas-phase ion, C16H32N (charge +1) from the OMol25 dataset. Energies are from ωB97M-V with the def2-TZVPD basis set.

Values from the calculation:
Net charge ... +1
Kohn-Sham gap ... 11.1 eV
HOMO energy ... -13.390 eV
LUMO level ... -2.31 eV
2S+1 ... 1
SMILES ... CC#CC[N+](C)(C)CCCCCCCCCC

CARTESIAN COORDINATES (ANGSTROEM)
1 H 2.8023 0.8476 1.1245
2 H -1.7466 2.2226 2.4829
3 H 3.0143 3.0092 -1.0263
4 H 0.1824 -2.2342 -0.8529
5 C -1.4031 0.5211 -0.4096
6 H 3.7680 0.8205 -1.7641
7 C -1.8142 1.3671 1.8138
8 H 0.6801 1.0502 1.1008
9 H -1.7510 3.7339 0.5781
10 H 0.6692 3.3862 -0.8622
11 C 0.2346 1.9671 0.7113
12 C 2.5137 2.5847 -0.1549
13 H -0.0215 -5.2503 -0.2324
14 H 1.5185 -0.2198 -1.5070
15 C 2.0403 -1.6033 0.0578
16 C 3.2756 1.3237 0.2660
17 N -1.2180 1.6927 0.5042
18 H 1.5087 -3.3704 -1.0423
19 C -5.3120 -0.5602 -0.9177
20 H 0.0702 -2.8002 1.5908
21 H 4.2525 1.6682 0.6103
22 C 1.0362 -2.6859 -0.3365
23 C -0.4743 -4.5463 0.4608
24 H -2.8612 1.0974 1.6822
25 H 2.7674 -1.3674 -1.9343
26 H -1.3381 -4.0961 -0.0253
27 H -5.9762 0.2700 -0.6810
28 H 0.9457 1.7056 -1.3282
29 H 2.9416 -2.0760 0.4504
30 C 1.0296 2.4182 -0.5106
31 C -1.9096 2.8651 -0.0578
32 H -2.9768 2.6585 -0.1248
33 C 2.4135 -0.7187 -1.1303
34 H -5.4696 -0.8515 -1.9549
35 H -0.8185 -5.0980 1.3316
36 H -1.5387 3.0819 -1.0568
37 H -0.8501 -0.3279 0.0036
38 H -1.2934 0.5243 2.2654
39 C -3.9418 -0.1677 -0.7297
40 H 4.4140 -0.2813 -0.5592
41 H 2.5938 3.3170 0.6520
42 H 1.6161 -1.0026 0.8685
43 C 3.5281 0.2912 -0.8397
44 C 0.5338 -3.4793 0.8680
45 H -5.5514 -1.4037 -0.2721
46 H 0.3158 2.7376 1.4820
47 C -2.7977 0.1598 -0.5710
48 H 1.3826 -3.9526 1.3640
49 H -0.9847 0.7720 -1.3872



## 2
Here is a molecular structure, C16H32N from the OMol25 dataset. Energies are from ωB97M-V with the def2-TZVPD basis set.

Values from the calculation:
Net charge ... +1
Kohn-Sham gap ... 8.5 eV
HOMO energy ... -10.954 eV
LUMO level ... -2.49 eV
2S+1 ... 1

CARTESIAN COORDINATES (ANGSTROEM)
1 C -2.2406 -1.2296 0.3715
2 C 3.4936 2.6264 -1.3966
3 H 1.2294 2.7977 0.6648
4 H 0.6150 0.0397 -0.7518
5 C -0.5513 -3.2877 1.7881
6 H 3.3091 3.7676 -3.1522
7 H -1.9856 0.1193 -1.8700
8 H 5.0999 2.4034 -4.2715
9 C 0.5568 -2.9929 1.8756
10 H 2.2369 -1.8067 1.2936
11 H -2.4266 -3.9861 2.2381
12 C -2.1443 0.7921 -0.9732
13 H 2.2882 1.1797 -1.9821
14 H 2.1816 1.0991 0.4147
15 C 4.3703 2.2577 -3.4956
16 H -3.1128 -0.5416 2.6921
17 H 3.7370 1.6353 -3.7110
18 C -2.9935 0.1432 0.1352
19 C -2.4914 -1.4450 2.6472
20 C 1.5508 1.6976 0.0115
21 H 2.1192 -2.3211 3.0002
22 H -0.7972 2.2088 -1.5004
23 H -3.9398 0.0774 0.0009
24 H -2.5523 -2.0795 3.6704
25 C -4.0200 -2.5376 1.2915
26 H -2.9124 1.4833 -1.5685
27 H -4.3422 -3.1104 0.3599
28 H -1.1327 2.5420 0.1552
29 H -2.1229 -3.8527 0.6361
30 N -2.7552 -1.9119 1.5573
31 C 2.0461 -2.6271 2.0342
32 H 3.0814 3.8230 -0.7306
33 H -2.6727 0.4965 1.0458
34 H 4.1243 2.2373 -0.6648
35 H -2.6715 -2.0154 -0.5374
36 H -1.5353 -1.0621 2.8040
37 H -4.7133 -1.6252 1.4298
38 H 1.5185 2.5036 -1.9161
39 C 3.9459 3.2439 -2.5503
40 H 5.1803 1.6083 -2.8069
41 H -4.6203 -3.0534 2.0920
42 C -1.9869 -3.4237 1.5575
43 H 0.0308 0.4628 0.8455
44 H 2.6809 -3.6729 1.6524
45 C 0.3722 0.9466 -0.0668
46 C 2.1838 2.1578 -1.2909
47 C -0.9691 1.5837 -0.8241
48 H 4.8101 3.9553 -2.5017
49 H -1.0726 -1.3065 0.2972



It is 1 that is most stable; the runner-up trails by 15.415 eV.



## 1
Here is 2 unconnected molecules or ions with the total composition CH5NO2S from the OMol25 dataset. Energies are from ωB97M-V with the def2-TZVPD basis set.

Values from the calculation:
Kohn-Sham gap ... 9.0 eV
HOMO energy ... -8.608 eV
LUMO level ... 0.43 eV
2S+1 ... 1

CARTESIAN COORDINATES (ANGSTROEM)
1 H 2.2225 0.6428 0.5295
2 H 0.7286 0.0992 -1.9636
3 O -1.2373 1.3803 0.0710
4 O -1.8489 -0.9633 0.7863
5 H 1.3162 -1.3175 -0.3969
6 H -2.6675 -1.3129 0.2934
7 N 1.2404 0.5439 0.5202
8 C 0.7144 -0.3606 -0.2687
9 S -1.0803 0.0212 -0.4177
10 H 0.6119 1.2667 0.8464



## 2
Here is 2 unconnected molecules or ions with the total composition CH5NO2S from the OMol25 dataset. Energies are from ωB97M-V with the def2-TZVPD basis set.

Values from the calculation:
Kohn-Sham gap ... 9.4 eV
HOMO energy ... -8.682 eV
LUMO level ... 0.72 eV
2S+1 ... 1
SMILES ... C=O.NSO

CARTESIAN COORDINATES (ANGSTROEM)
1 H -1.9680 -1.0674 -1.2204
2 H 1.6186 0.4280 0.7207
3 C 2.1535 0.4895 -0.1878
4 H -0.7819 0.1857 -1.4946
5 H 3.2520 0.6101 -0.4368
6 S -0.6490 -0.5889 0.6403
7 H -2.0266 -0.5341 2.1378
8 O -1.5675 0.1999 1.7770
9 N -1.4854 -0.1674 -0.7676
10 O 1.4541 0.4446 -1.1685



It is 2 that is most stable; the runner-up trails by 1.548 eV.